Density functional theory data (the ωB97M-V functional and the def2-TZVPD basis) for a cluster of 2 separate species, C22H32FN2O7S in total at a distorted geometry.

Each line ends with the natural charge from an NBO analysis.
Positions of all 65 atoms, in Å:
C  -4.387  0.431  -1.292  -0.74
C  -3.499  1.680  -1.876  0.78
O  -3.944  2.292  -3.001  -0.52
O  -2.271  2.236  -1.276  -0.54
C  -1.188  1.194  -1.264  -0.13
C  0.241  1.693  -1.882  0.19
N  1.000  2.712  -1.001  -0.44
C  0.417  2.937  0.195  0.31
S  -0.350  2.876  1.750  -0.09
C  -0.034  2.688  -3.209  0.71
O  -1.086  2.604  -4.018  -0.67
O  0.986  3.726  -3.579  -0.81
N  1.237  0.595  -2.157  -0.52
C  0.762  -0.608  -2.868  -0.26
C  -0.180  -0.461  -4.189  0.00
C  -1.717  -0.987  -4.394  -0.25
C  -2.626  -0.865  -5.754  -0.23
C  -1.950  -0.115  -7.049  -0.24
C  -0.376  0.428  -6.921  0.01
C  0.212  1.167  -8.292  -0.67
C  0.524  0.264  -5.522  -0.19
C  2.078  0.211  -0.960  0.39
C  3.622  0.861  -1.005  -0.66
F  2.364  -1.274  -0.859  -0.42
H  -5.387  0.854  -0.824  0.25
H  -4.730  -0.217  -2.229  0.25
H  -3.813  -0.262  -0.541  0.23
H  -1.664  0.338  -1.950  0.22
H  -1.104  0.663  -0.197  0.19
H  1.721  -1.188  -3.287  0.24
H  0.142  -1.284  -2.103  0.19
H  -2.216  -1.538  -3.462  0.21
H  -3.710  -1.312  -5.732  0.22
H  -2.606  0.002  -8.012  0.22
H  -0.732  1.494  -8.943  0.22
H  0.942  0.493  -8.910  0.22
H  0.707  2.185  -7.928  0.25
H  1.629  0.674  -5.504  0.25
H  1.550  0.414  0.092  0.18
H  3.569  2.037  -1.014  0.25
H  4.105  0.479  -2.006  0.23
H  4.217  0.506  -0.040  0.21
C  1.001  -0.266  8.832  -0.25
O  1.122  -0.980  7.611  -0.54
C  0.427  -2.228  7.649  -0.09
C  0.297  -2.807  6.238  -0.09
O  -0.801  -2.245  5.508  -0.54
C  -0.591  -0.919  5.006  -0.09
C  0.325  -0.887  3.781  -0.10
O  1.696  -0.925  4.183  -0.55
C  2.563  -1.205  3.095  -0.25
H  1.396  -0.857  9.665  0.16
H  1.579  0.658  8.748  0.19
H  -0.045  -0.005  9.014  0.16
H  -0.570  -2.089  8.086  0.17
H  1.008  -2.915  8.274  0.16
H  0.065  -3.874  6.331  0.18
H  1.229  -2.730  5.675  0.20
H  -0.245  -0.248  5.796  0.20
H  -1.581  -0.567  4.697  0.19
H  0.166  0.044  3.227  0.19
H  0.102  -1.741  3.131  0.17
H  2.357  -2.202  2.694  0.17
H  3.592  -1.187  3.463  0.19
H  2.454  -0.450  2.310  0.17

As for the spin multiplicity: 1. For the total energy, the calculation gives -1991.12173 hartree. The calculation puts the HOMO energy at -4.175 eV. For the lowest unoccupied orbital energy, the calculation gives 0.07243 hartree. For the HOMO-LUMO gap, the calculation gives 6.15 eV. Its largest force on an atom is 9.18 eV Å⁻¹. The total charge is -1.